Here is 2 unconnected molecules or ions with the total composition C7H13N from the Open Molecules 2025 dataset. Energies are from the ωB97M-V functional and the def2-TZVPD basis.

Summary:
F_max	0.0159	hartree/bohr
relative energy (zero: lowest compared OMol25 entry of this formula, charge and spin)	122.9	kcal per mole
gap between HOMO and LUMO (spin up / spin down)	0.269 / 0.244	Eh
LUMO level (spin up / spin down)	0.1124 / -0.2106	eV
calculated total energy	-8954.60179	eV
HOMO (spin up / spin down)	-7.21 / -6.86	eV

Each line ends with the natural charge from an NBO analysis.
Positions of all 21 atoms, in Å:
C -1.26 0.93 -0.80  -0.520
C -1.49 0.05 0.38  -0.338
C -0.07 -1.19 1.27  -0.416
C 1.05 -0.63 1.90  -0.457
C 0.26 0.82 -0.92  0.291
C 0.31 -1.17 -2.17  -0.118
C 1.08 1.56 0.00  -0.679
N 0.84 -0.09 -1.72  -0.440
H -1.74 0.57 -1.71  0.215
H -1.54 1.97 -0.64  0.216
H -2.12 -0.81 0.20  0.199
H -1.70 0.57 1.31  0.201
H 0.11 -1.82 0.41  0.205
H -0.86 -1.53 1.93  0.207
H -0.65 -1.57 -1.81  0.144
H 0.83 -1.73 -2.94  0.177
H 0.66 2.52 0.30  0.217
H 2.11 1.65 -0.34  0.241
H 1.01 -0.33 2.94  0.199
H 2.03 -0.71 1.46  0.203
H 1.14 0.93 0.98  0.252